Here is a single C7H5FN2O2 molecule in a non-equilibrium geometry from OMol25. Energies are from wB97M-V/def2-TZVPD.

- HOMO-LUMO gap (alpha / beta): 7.15 / 7.16 eV
- Highest occupied orbital energy (alpha / beta): -8.966 / -8.968 eV
- Electronic energy: -629.36334 Eh
- Structure (SMILES): C=C/C(=C(/C#N)C(=C)F)[N+](=O)[O-]

```
! wB97M-V def2-TZVPD RIJCOSX def2/J DEFGRID3
* xyz 0 1
C 0.12 2.95 0.07
C -0.35 1.69 -0.03
C 0.50 0.59 0.07
C 0.05 -0.84 -0.06
C 1.09 -1.85 -0.14
N 1.69 -2.81 -0.20
C -1.33 -1.24 -0.04
C -1.79 -2.49 -0.15
F -2.28 -0.36 0.10
N 1.99 0.74 0.11
O 2.53 -0.02 0.85
O 2.39 1.57 -0.61
H -0.50 3.89 0.13
H 1.26 3.06 0.35
H -1.40 1.39 -0.04
H -2.82 -2.91 -0.26
H -1.12 -3.36 -0.16
*
```

Results of the Mulliken charge analysis, in e, for atoms 1 through 2:
1. C -0.65
2. C -0.46